(1)
46
Properties=species:S:1:pos:R:3 method="wB97M-V/def2-TZVPD" spin_multiplicity=2 homo_energy_ev="-7.09 / -7.39" orbital_gap_ev="7.150 / 7.304" relative_energy_kcal_mol=3.0 charge=0 s_squared=0.754
Ti 0.36183 0.56691 1.54074
C -3.04621 -1.05878 1.18815
C -1.52348 -0.97687 1.12980
O -1.00470 -0.44078 2.32587
N -0.95402 -2.32562 1.00030
C 0.46697 -2.49825 1.25469
C 1.46226 -1.89183 0.27439
C 2.02061 -2.64939 -0.74247
C 2.92329 -2.06690 -1.61731
C 3.25989 -0.73222 -1.45539
C 2.65824 -0.02706 -0.43352
N 1.78701 -0.59253 0.40856
H -3.40257 -0.17857 1.72158
H -3.36234 -1.95137 1.72497
H -3.48549 -1.05217 0.19069
H -1.20254 -2.73712 0.11205
H 0.64803 -3.57477 1.26614
H 0.69067 -2.13556 2.26082
H 1.74350 -3.68990 -0.84291
H 3.35919 -2.64857 -2.41827
H 3.95779 -0.24071 -2.11711
H 2.86039 1.02669 -0.27884
N -1.02683 -0.01180 0.13873
C -0.97946 -0.25555 -1.20511
C -1.66218 -1.27369 -1.89963
C -1.51515 -1.42504 -3.27177
C -0.70121 -0.58505 -4.01292
C -0.04510 0.44922 -3.35300
C -0.18730 0.61393 -1.99142
H -2.35455 -1.92971 -1.38974
H -2.06325 -2.21762 -3.76759
H -0.59936 -0.71395 -5.08180
H 0.57887 1.13854 -3.90951
H 0.31573 1.43632 -1.49094
S 2.51651 3.52541 3.84230
C 2.05644 2.00279 3.56054
N 1.66884 0.94234 3.22802
C -1.44871 3.34381 2.12814
C -0.50802 3.49145 0.95152
O 0.67434 2.67083 1.14103
H -2.33478 3.96204 1.98637
H -0.95887 3.64845 3.05435
H -1.77565 2.30349 2.21938
H -0.17882 4.52156 0.81310
H -0.96109 3.13463 0.02749
H 1.27129 3.10299 1.78956


(2)
160
Properties=species:S:1:pos:R:3 method="wB97M-V/def2-TZVPD" homo_energy_ev=-9.23 orbital_gap_ev=9.740 smiles=COC[C@H](C)N.COC[C@H](C)N.COC[C@H](C)N.COC[C@H](C)N.COC[C@H](C)N.COC[C@H](C)N.COC[C@H](C)N.COC[C@H](C)N.CO.CO.CO.CO relative_energy_kcal_mol=66.1 charge=0
C -2.08741 -0.16073 -4.07028
O -3.37458 0.13196 -3.60655
H -1.36015 0.31127 -3.36547
H -1.92011 -1.26633 -4.14599
H -1.86844 0.30939 -5.03167
H -3.36919 0.04787 -2.65554
C 0.25787 -0.77610 0.13892
O 0.41413 0.24815 -0.84760
H 0.43904 -0.41377 1.21512
H -0.75169 -1.23925 0.10209
H 0.96101 -1.55886 -0.05865
H 1.24811 0.08247 -1.32571
C 4.80644 0.37767 1.16182
O 3.73894 0.33803 0.20490
H 5.61869 1.10696 1.11227
H 4.38176 0.46404 2.18887
H 5.25343 -0.60556 1.03132
H 3.57423 1.22762 -0.09836
C -6.34903 -1.47395 2.11209
O -6.36141 -0.08134 1.77313
H -6.74567 -1.60455 3.09331
H -7.01415 -1.93067 1.42018
H -5.36031 -1.90653 2.15867
H -5.63138 0.37062 2.22344
C -0.59696 -4.03718 -1.41094
C 0.65749 -3.68635 -2.17382
C 1.88514 -3.99630 -1.34677
O 3.01666 -3.36403 -1.98716
C 4.19699 -3.59280 -1.25115
N 0.66594 -4.49257 -3.42092
H -1.45516 -3.83047 -2.05243
H -0.88929 -3.50910 -0.51372
H -0.53736 -5.06906 -1.06137
H 0.63084 -2.61186 -2.39014
H 2.05972 -5.12108 -1.34053
H 1.70602 -3.73792 -0.23228
H 5.02803 -3.19976 -1.83993
H 4.37945 -4.70050 -1.16404
H 4.29890 -3.05331 -0.28970
H -0.28098 -4.60339 -3.76505
H 1.15941 -3.93938 -4.11136
C 1.41692 2.54410 1.40718
C 1.74695 3.44654 0.20457
C 1.31185 4.83667 0.46980
O 1.26672 5.52158 -0.75905
C 0.43056 6.64432 -0.66976
N 3.14827 3.28497 -0.23131
H 2.02000 2.78170 2.26937
H 1.64267 1.52512 1.06329
H 0.33081 2.57278 1.83583
H 1.12607 2.90256 -0.49733
H 1.90650 5.35716 1.23478
H 0.24559 4.72488 0.76491
H 1.05880 7.33831 -0.06935
H -0.56757 6.43438 -0.27608
H 0.32744 6.95178 -1.70092
H 3.79081 3.85041 0.25283
H 3.26064 3.39780 -1.22934
C -4.24400 2.54910 -1.80806
C -2.91514 2.03914 -1.22113
C -2.36791 3.05526 -0.27857
O -3.17967 3.27278 0.90878
C -2.97299 4.43896 1.51496
N -3.06770 0.64499 -0.69849
H -4.73181 1.84032 -2.49247
H -4.11384 3.49711 -2.37230
H -4.92778 2.70877 -0.96245
H -2.23143 1.96441 -2.02049
H -2.27127 4.12273 -0.76293
H -1.39615 2.71268 0.13904
H -1.96841 4.52678 1.91544
H -3.54365 4.47091 2.42356
H -3.25998 5.33238 0.87249
H -2.22714 0.31580 -0.21707
H -3.77997 0.64278 0.05914
C -4.03385 1.87899 5.47953
C -3.51294 1.98464 4.05545
C -2.29921 1.11317 3.91316
O -1.26955 1.42160 4.79882
C -0.10174 0.66095 4.56335
N -4.48492 1.75598 3.01380
H -3.17310 2.06658 6.18252
H -4.41679 0.87097 5.71319
H -4.79699 2.64082 5.80986
H -3.13887 3.04706 3.90717
H -1.96991 1.35086 2.88664
H -2.60777 0.07658 3.86889
H -0.29927 -0.35504 4.90724
H 0.74157 1.12138 5.08898
H 0.11249 0.62495 3.51361
H -5.36191 2.14148 3.22118
H -4.14362 2.06994 2.09117
C -0.16862 3.40554 -3.15204
C 1.09599 3.77042 -3.97647
C 0.84408 5.09925 -4.70008
O 1.96235 5.50117 -5.43315
C 1.76455 6.80870 -6.00150
N 2.25179 3.88442 -3.08874
H -0.42716 4.13677 -2.39157
H -0.00299 2.55577 -2.55880
H -1.05093 3.19847 -3.78686
H 1.43522 3.08832 -4.74973
H 0.49150 5.86048 -3.97048
H 0.04062 5.05164 -5.40906
H 2.63509 6.91730 -6.70182
H 1.86520 7.56797 -5.19109
H 0.79235 6.87191 -6.54314
H 2.05838 4.36473 -2.17166
H 3.00051 4.43362 -3.54111
C 1.76875 0.20243 -4.91543
C 2.38735 -0.57661 -3.80639
C 3.76886 -1.00964 -4.26126
O 3.70862 -1.76859 -5.47350
C 4.90706 -1.96284 -6.12979
N 2.51364 0.25191 -2.57058
H 2.22826 1.15654 -5.20053
H 0.72776 0.51812 -4.68285
H 1.86812 -0.43781 -5.80747
H 1.75908 -1.44408 -3.58013
H 4.14082 -1.63831 -3.44522
H 4.38634 -0.11338 -4.33730
H 5.59141 -1.09156 -6.10361
H 4.67283 -2.20215 -7.16738
H 5.33697 -2.83065 -5.65820
H 3.32088 -0.02930 -2.02767
H 2.60797 1.22017 -2.84816
C -3.24051 -4.73296 5.92625
C -3.36889 -3.40075 5.20172
C -2.96165 -3.42200 3.70779
O -1.61650 -3.73311 3.64165
C -1.22205 -3.75292 2.27581
N -4.74420 -2.87172 5.23804
H -2.26399 -5.20833 5.75415
H -3.97084 -5.50249 5.57562
H -3.31539 -4.74772 7.00281
H -2.66182 -2.75202 5.65975
H -3.13081 -2.44361 3.24456
H -3.57760 -4.14405 3.19222
H -0.15352 -3.93904 2.23232
H -1.40728 -2.82540 1.71768
H -1.73739 -4.52476 1.66768
H -4.80179 -1.87829 5.15231
H -5.21220 -3.14393 6.13048
C 1.90111 -6.17222 1.76899
C 3.14667 -5.45025 1.82853
C 2.92564 -4.25729 2.76738
O 1.88721 -3.39072 2.29159
C 1.66126 -2.33512 3.21334
N 4.17612 -6.31068 2.43450
H 1.95393 -7.18517 1.25353
H 1.15428 -5.54036 1.30776
H 1.62198 -6.32750 2.82540
H 3.47053 -5.00256 0.91369
H 3.91918 -3.71745 2.90508
H 2.63181 -4.76843 3.68535
H 0.74048 -1.88586 2.96709
H 2.40007 -1.49596 3.09446
H 1.64330 -2.69099 4.21468
H 5.01290 -6.10233 1.90724
H 3.92456 -7.27892 2.22091


(3)
67
Properties=species:S:1:pos:R:3 method="wB97M-V/def2-TZVPD" homo_energy_ev=-14.38 orbital_gap_ev=7.424 relative_energy_kcal_mol=0.0 charge=+2
Ir 0.60620 0.30712 0.04115
C 5.26192 0.35352 -0.69628
C 3.77245 0.11682 -0.93450
C 3.45937 -0.09814 -2.40890
C 3.29559 -1.02714 -0.04252
C 3.88905 -2.40254 -0.33070
O 2.76734 -3.30637 -0.11404
C 1.66200 -2.58395 -0.08323
N 1.83185 -1.30758 -0.14938
C 0.40940 -3.34406 0.07820
C 0.50954 -4.71999 0.24442
C -0.62624 -5.49183 0.46272
C -1.87382 -4.89879 0.52396
C -1.99288 -3.52421 0.35541
C -0.86458 -2.74484 0.12547
P -1.11613 -1.01596 -0.19386
C -0.72593 -0.61136 -1.89007
C -0.25462 -1.56287 -2.82076
C 0.21635 -1.13949 -4.03735
C 0.28916 0.23106 -4.33839
C -0.13737 1.17236 -3.43274
C -0.66750 0.76423 -2.19924
C -2.68045 -0.42461 0.38596
C -2.83262 -0.19525 1.75645
C -4.04223 0.27937 2.23042
C -5.08646 0.52291 1.34399
C -4.93175 0.29337 -0.01651
C -3.72500 -0.18204 -0.50599
H 5.60535 1.21873 -1.26130
H 5.85128 -0.50486 -1.02767
H 5.48015 0.53134 0.35755
H 3.23771 1.01858 -0.59729
H 4.04508 -0.91540 -2.83375
H 3.70500 0.79874 -2.97732
H 2.40299 -0.31979 -2.56626
H 3.47358 -0.74687 1.00014
H 4.68289 -2.69567 0.34790
H 4.21217 -2.52980 -1.36273
H 1.48121 -5.19011 0.21544
H -0.52505 -6.56046 0.59407
H -2.75687 -5.49636 0.70374
H -2.96962 -3.05990 0.40270
H -0.30631 -2.61927 -2.59031
H 0.53411 -1.86555 -4.77382
H 0.66802 0.54379 -5.30245
H -0.11009 2.22505 -3.67836
H -1.16908 1.49106 -1.57152
H -2.01604 -0.38793 2.44430
H -4.17471 0.45928 3.28845
H -6.03086 0.89333 1.71980
H -5.75086 0.48241 -0.69664
H -3.60098 -0.36350 -1.56677
O 1.31887 0.65665 1.80918
N 0.81639 1.70310 2.43498
N 0.02735 2.37617 1.75351
O -0.23960 2.07417 0.48747
C -0.60845 3.55503 2.30877
C -0.40802 3.86322 3.64752
C -1.01946 4.99754 4.15068
C -1.80886 5.79412 3.32986
C -1.99384 5.46000 1.99680
C -1.39130 4.32855 1.46873
H 0.20788 3.23898 4.27752
H -0.87624 5.26033 5.18942
H -2.27993 6.67997 3.73323
H -2.60492 6.08341 1.35917
H -1.52163 4.06221 0.43158


(4)
14
Properties=species:S:1:pos:R:3 method="wB97M-V/def2-TZVPD" homo_energy_ev=-9.63 orbital_gap_ev=10.805 smiles="C=C[C@H]1CCO1" relative_energy_kcal_mol=46.3 charge=0
C -2.49442 -0.14208 -0.09085
C -1.26499 -0.34500 0.37330
C 0.00083 -0.20356 -0.40056
C 0.99588 0.89085 0.06870
C 2.00079 -0.28199 0.12116
H -2.65587 0.13980 -1.14372
H -3.34880 -0.30045 0.54963
H -1.14576 -0.62406 1.42465
H -0.23229 -0.12211 -1.46055
H 0.67652 1.37691 1.02257
H 1.21849 1.61261 -0.69285
H 2.72779 -0.23112 -0.70982
H 2.56747 -0.51560 1.06604
O 0.95436 -1.25421 -0.12771


(5)
48
Properties=species:S:1:pos:R:3 method="wB97M-V/def2-TZVPD" homo_energy_ev="-6.99 / -6.99" orbital_gap_ev="6.544 / 6.543" relative_energy_kcal_mol=0.0 charge=0
Pt -0.35620 1.23000 -0.93856
C -2.47310 1.34828 1.89231
Si -1.38831 0.22046 0.85940
C -2.44636 -1.17847 0.18820
C -0.03977 -0.49693 1.98597
C -0.39578 -1.56953 2.81240
C 0.49394 -2.11009 3.72907
C 1.77146 -1.58018 3.84782
C 2.14427 -0.51401 3.04264
C 1.25274 0.01296 2.11534
H -2.71435 0.85361 2.83788
H -3.40855 1.56719 1.37241
H -1.96932 2.28980 2.10490
H -3.01305 -1.61696 1.01615
H -1.86476 -1.96460 -0.29394
H -3.16506 -0.78797 -0.53498
H -1.39138 -1.99558 2.74581
H 0.18782 -2.93693 4.35796
H 2.46613 -1.98797 4.57178
H 3.12742 -0.07111 3.15599
H 1.55599 0.86054 1.50819
Se 0.22204 3.22355 -0.06090
C -4.24604 1.85108 -3.68217
C -4.01354 2.72522 -2.63084
C -2.86959 2.61456 -1.85375
C -1.92745 1.61911 -2.13303
C -2.15931 0.75304 -3.20366
C -3.31345 0.86843 -3.96972
H -5.14753 1.93803 -4.27510
H -4.73087 3.50517 -2.40649
H -2.69974 3.30468 -1.04093
H -1.43588 -0.00829 -3.46428
H -3.47872 0.18216 -4.79113
C 3.33076 1.04517 -1.38290
N 3.07630 -0.25628 -0.80827
C 4.05539 -0.88696 0.07149
C 3.47727 -2.29543 0.30648
N 2.26985 -2.25914 -0.50552
C 2.08256 -1.08537 -1.11845
S 0.77637 -0.78047 -2.16303
H 4.12707 0.97767 -2.12887
H 3.63065 1.73507 -0.59404
H 2.42626 1.43178 -1.84354
H 4.13984 -0.31840 0.99822
H 5.03559 -0.90846 -0.40992
H 3.23740 -2.45996 1.35740
H 4.15250 -3.08213 -0.03048
H 1.60849 -3.00637 -0.61328


(6)
9
Properties=species:S:1:pos:R:3 method="wB97M-V/def2-TZVPD" spin_multiplicity=6 homo_energy_ev="-12.55 / -12.59" orbital_gap_ev="6.551 / 7.193" charge=+1 s_squared=8.829
H 0.91006 -2.99464 -0.60184
C 0.58173 -1.99660 -0.29917
C -0.67693 -1.60543 -0.14373
O 1.68590 -1.23524 -0.09276
O 1.47271 0.11224 0.25184
Sm -0.13354 1.41172 0.13325
C -2.08160 0.41585 -0.50111
C -1.61315 -0.71034 -0.00394
H -2.98696 0.52352 -1.09999


(7)
8
Properties=species:S:1:pos:R:3 method="wB97M-V/def2-TZVPD" homo_energy_ev="-17.84 / -20.38" orbital_gap_ev="5.544 / 9.615" relative_energy_kcal_mol=6.1 charge=+2
C -0.49658 -0.49331 0.33268
C 0.91717 -0.04412 0.19068
O 1.13378 1.03235 -0.60631
O -1.38413 0.21927 -0.24922
H 1.46812 -0.97061 -0.11742
Bi -2.43677 -1.49764 0.35336
Li -0.41855 1.71032 -1.17936
H 1.21695 0.04374 1.27557


(8)
57
Properties=species:S:1:pos:R:3 method="wB97M-V/def2-TZVPD" spin_multiplicity=5 homo_energy_ev="-11.32 / -11.75" orbital_gap_ev="8.416 / 5.453" relative_energy_kcal_mol=0.0 charge=+1 s_squared=6.049
Co 2.07487 0.17530 0.14577
S 2.06525 -0.72837 2.63185
C 1.41955 0.80613 2.76538
N 1.32653 1.54264 1.65068
C 0.82302 2.77331 1.90046
C 0.59789 3.78845 0.94451
C 0.05326 4.96356 1.38035
C -0.27588 5.16356 2.74308
C -0.06371 4.18934 3.69342
C 0.49348 2.98630 3.26769
S 0.85406 1.58862 4.19934
H 0.85697 3.61041 -0.09113
H -0.13057 5.75995 0.67186
H -0.70767 6.10865 3.04875
H -0.32354 4.35496 4.73076
O 2.29163 1.55355 -3.58911
S 1.73458 0.97652 -2.41174
O 1.78800 1.81223 -1.17632
O 2.31303 -0.32879 -1.99059
C 0.00756 0.68170 -2.67472
C -0.57398 1.28073 -3.78459
C -1.93272 1.12225 -4.01004
C -2.69625 0.36431 -3.13468
C -2.10590 -0.23974 -2.03367
C -0.74928 -0.08444 -1.77366
P 0.01015 -0.98180 -0.36162
C -1.13587 -0.76173 1.03549
C -1.18186 -1.72647 2.04420
C -1.89041 -1.49017 3.21574
C -2.54820 -0.28177 3.39822
C -2.49887 0.68702 2.40536
C -1.79734 0.44986 1.22900
C -0.15375 -2.71123 -0.89401
C -1.25536 -3.48677 -0.53569
C -1.38758 -4.77768 -1.02723
C -0.42986 -5.29738 -1.88527
C 0.66108 -4.52290 -2.25664
C 0.80409 -3.23321 -1.76429
H 0.04788 1.85052 -4.46368
H -2.39248 1.58269 -4.87561
H -3.75487 0.22951 -3.31687
H -2.70953 -0.84925 -1.36999
H -0.67950 -2.67868 1.90788
H -1.93183 -2.25384 3.98315
H -3.10877 -0.10000 4.30744
H -3.01846 1.62922 2.54023
H -1.76884 1.21285 0.45905
H -2.01818 -3.09102 0.12294
H -2.24398 -5.37503 -0.74115
H -0.53678 -6.30349 -2.27038
H 1.40372 -4.92060 -2.93768
H 1.64535 -2.62442 -2.07277
Br 3.93644 -2.32474 -0.13539
C 5.08253 -0.90516 -0.74440
Br 4.76462 0.71575 0.26867
H 4.83425 -0.69124 -1.77265
H 6.11206 -1.18999 -0.59570


(9)
39
Properties=species:S:1:pos:R:3 method="wB97M-V/def2-TZVPD" homo_energy_ev=-10.17 orbital_gap_ev=10.016 relative_energy_kcal_mol=35.9 charge=0
O 19.06503 -28.48957 17.54231
H 18.19680 -28.12737 17.32987
H 18.91843 -29.09522 18.29456
O 20.11906 -25.82342 24.40795
H 20.29640 -26.79729 24.46330
H 20.98222 -25.39315 24.39304
O 21.33696 -30.90556 19.24595
H 20.60672 -30.88532 19.86039
H 21.91034 -30.18177 19.54568
O 20.30599 -25.84485 21.31859
H 19.40300 -25.92172 20.94017
H 20.15695 -25.77225 22.27149
O 21.19110 -30.71726 22.23407
H 20.48803 -30.03549 22.26663
H 21.46070 -30.83446 23.15034
O 15.26155 -28.54598 22.18815
H 14.72136 -28.18899 22.90103
H 16.01990 -28.93658 22.64375
O 18.19333 -29.92043 20.00658
H 18.35404 -30.87488 20.07895
H 17.33960 -29.85200 19.55543
O 19.15356 -28.75035 22.34054
H 18.46942 -28.10087 22.55459
H 18.98799 -28.98283 21.38643
O 16.77598 -28.49170 25.26368
H 17.07797 -27.71352 24.72507
H 16.02807 -28.16277 25.77278
O 21.65881 -28.21186 20.25333
H 21.44409 -27.26168 20.26096
H 21.45987 -28.50610 21.14997
O 17.62711 -26.43774 20.67427
H 17.29117 -25.60007 20.32440
H 16.95704 -27.08740 20.43159
O 17.49105 -26.16804 23.90360
H 16.97614 -25.46039 24.30835
H 18.44190 -25.90064 24.00949
O 20.69730 -28.44565 25.00650
H 21.54869 -28.89784 25.05126
H 20.07115 -29.10307 24.66368